[1]
The following is a quantum chemistry calculation of one molecule with the formula C3HNO2 in a non-equilibrium geometry, from the Open Molecules 2025 dataset.

Computed properties:
HOMO energy = -11.22 eV
ΔE to the lowest compared entry with this formula, charge and spin = 0.001 eV
SMILES = N#CC(=O)C=O
total charge = 0
DFT total energy = -320.0992 hartree
Kohn-Sham gap = 9.3 eV

Positions of all 7 atoms, in Å:
N1 -0.586 -2.031 -1.461
C1 -0.123 -1.117 -0.926
C2 0.529 0.023 -0.256
O1 1.645 0.379 -0.532
C3 -0.294 0.744 0.812
O2 -1.457 0.503 0.991
H1 0.287 1.500 1.371

[2]
The following is a quantum chemistry calculation of a 3-piece molecular cluster, C20H42NO10PS overall, from the Open Molecules 2025 dataset.

Computed properties:
HOMO energy = -8.63 eV
SMILES = COCCCCCC[C@]1(OC[C@@H](C)O)OS(=O)(=O)O[C@H]1P(N)O.C1CCOC1.C1CCOC1
total charge = 0
DFT total energy = -2333.8944 hartree
Kohn-Sham gap = 9.1 eV

Positions of all 75 atoms, in Å:
C1 5.375 -0.382 -1.086
O1 4.629 0.721 -0.615
C2 4.224 1.666 -1.586
C3 2.787 1.474 -2.126
C4 2.174 0.069 -1.964
C5 1.638 -0.492 -3.284
C6 0.275 0.104 -3.686
C7 -0.923 -0.841 -3.532
C8 -1.403 -1.126 -2.090
O2 -1.429 -0.008 -1.270
C9 -2.241 1.079 -1.723
C10 -3.024 1.705 -0.571
C11 -2.125 2.001 0.631
O3 -3.630 2.882 -1.095
O4 -0.449 -2.042 -1.470
S1 -0.745 -3.519 -1.945
O5 -0.912 -4.299 -0.769
O6 0.152 -3.908 -2.971
O7 -2.156 -3.221 -2.628
C12 -2.676 -1.988 -2.051
P1 -3.516 -2.523 -0.412
N1 -2.512 -1.926 0.795
O8 -4.688 -1.343 -0.538
H1 4.927 -1.307 -0.716
H2 6.406 -0.323 -0.726
H3 5.390 -0.422 -2.180
H4 4.944 1.677 -2.413
H5 4.300 2.641 -1.101
H6 2.144 2.221 -1.661
H7 2.807 1.723 -3.193
H8 2.900 -0.622 -1.542
H9 1.346 0.124 -1.256
H10 2.368 -0.295 -4.074
H11 1.558 -1.579 -3.207
H12 0.115 1.017 -3.116
H13 0.296 0.404 -4.736
H14 -0.662 -1.797 -3.985
H15 -1.774 -0.446 -4.093
H16 -2.921 0.766 -2.518
H17 -1.595 1.864 -2.130
H18 -3.855 1.058 -0.293
H19 -2.140 1.192 1.357
H20 -1.099 2.195 0.311
H21 -2.507 2.892 1.134
H22 -2.959 3.586 -1.129
H23 -3.484 -1.584 -2.661
H24 -2.599 -0.970 1.106
H25 -2.428 -2.559 1.583
H26 -4.931 -1.003 0.339
C13 0.669 5.377 2.065
C14 1.949 4.597 2.361
C15 1.755 3.354 1.502
O9 0.998 3.776 0.362
C16 0.470 5.084 0.583
H27 0.744 6.443 2.273
H28 -0.162 4.972 2.647
H29 2.822 5.160 2.026
H30 2.081 4.358 3.415
H31 1.194 2.581 2.038
H32 2.692 2.917 1.157
H33 1.014 5.799 -0.043
H34 -0.581 5.093 0.287
C17 0.004 -4.740 4.033
C18 -0.737 -4.474 5.343
C19 -1.503 -3.200 5.007
O10 -1.793 -3.270 3.611
C20 -1.036 -4.326 3.002
H35 0.319 -5.775 3.912
H36 0.887 -4.102 3.960
H37 -1.431 -5.289 5.557
H38 -0.078 -4.350 6.201
H39 -0.894 -2.311 5.204
H40 -2.441 -3.104 5.555
H41 -1.709 -5.154 2.759
H42 -0.602 -3.955 2.072

[3]
The following is a quantum chemistry calculation of C8H16CuO4S as an isolated structure in a non-equilibrium geometry, from the Open Molecules 2025 dataset.

Computed properties:
HOMO energy (alpha / beta) = -17.96 / -17.97 eV
2S+1 = 2
total charge = +2
DFT total energy = -2653.2789 hartree
Kohn-Sham gap (alpha / beta) = 9.7 / 6.6 eV

Positions of all 30 atoms, in Å:
O1 0.275 0.929 1.311
S1 0.943 -0.317 1.497
O2 0.862 -1.085 2.684
O3 2.534 0.018 1.327
C1 2.865 0.930 0.188
C2 1.942 0.738 -1.014
C3 1.410 -0.690 -1.173
C4 0.711 -1.327 0.062
C5 -0.773 -1.767 -0.079
C6 -1.948 -0.814 0.224
C7 -2.035 0.340 -0.750
C8 -2.926 1.694 -0.195
O4 -2.723 1.907 1.102
H1 2.823 1.944 0.575
H2 3.907 0.709 -0.062
H3 1.134 1.463 -0.953
H4 2.514 0.990 -1.908
H5 0.730 -0.720 -2.025
H6 2.241 -1.342 -1.446
H7 1.254 -2.240 0.313
H8 -0.861 -2.153 -1.098
H9 -0.933 -2.623 0.578
H10 -2.854 -1.416 0.141
H11 -1.895 -0.486 1.259
H12 -1.083 0.758 -1.062
H13 -2.634 0.094 -1.628
H14 -2.448 2.501 -0.752
H15 -3.963 1.478 -0.458
H16 -3.378 1.475 1.686
Cu1 4.308 -0.987 1.653

[4]
The following is a quantum chemistry calculation of one molecule with the formula C28H35NS2Si in a non-equilibrium geometry, from the Open Molecules 2025 dataset.

Computed properties:
HOMO energy = -7.99 eV
SMILES = C[Si](C)(CCCCCCCCc1cccc2c1Sc1ccccc1N2S)c1ccccc1
total charge = 0
DFT total energy = -2228.6043 hartree
Kohn-Sham gap = 8.5 eV

Positions of all 67 atoms, in Å:
C1 -1.900 -4.196 -0.925
Si1 -1.651 -2.325 -0.882
C2 0.066 -1.966 -0.170
C3 -3.008 -1.477 0.109
C4 -2.728 -1.315 1.616
C5 -3.056 0.085 2.102
C6 -2.024 1.114 1.642
C7 -2.040 2.408 2.474
C8 -0.919 2.449 3.508
C9 0.410 2.843 2.864
C10 1.630 2.218 3.572
C11 2.156 0.996 2.872
C12 1.979 -0.266 3.456
C13 2.414 -1.425 2.802
C14 3.033 -1.346 1.555
C15 3.248 -0.099 0.964
C16 2.817 1.062 1.635
S1 3.200 2.623 0.902
C17 2.812 2.175 -0.753
C18 2.150 3.079 -1.594
C19 1.912 2.745 -2.926
C20 2.318 1.493 -3.396
C21 2.956 0.579 -2.548
C22 3.219 0.915 -1.218
N1 3.917 0.071 -0.296
S2 4.773 -1.256 -0.929
C23 -1.645 -1.670 -2.649
C24 -2.180 -2.360 -3.742
C25 -2.155 -1.810 -5.024
C26 -1.602 -0.551 -5.238
C27 -1.069 0.158 -4.163
C28 -1.094 -0.402 -2.886
H1 -1.569 -4.601 -1.874
H2 -1.291 -4.646 -0.149
H3 -2.928 -4.490 -0.753
H4 0.747 -1.695 -0.964
H5 0.022 -1.124 0.513
H6 0.444 -2.832 0.356
H7 -3.906 -2.074 -0.016
H8 -3.204 -0.509 -0.335
H9 -1.695 -1.527 1.868
H10 -3.329 -2.031 2.171
H11 -4.030 0.368 1.719
H12 -3.110 0.098 3.188
H13 -2.195 1.345 0.598
H14 -1.041 0.661 1.725
H15 -1.912 3.248 1.801
H16 -3.006 2.525 2.953
H17 -0.835 1.480 3.995
H18 -1.199 3.158 4.280
H19 0.507 3.921 2.886
H20 0.381 2.523 1.832
H21 1.336 1.912 4.564
H22 2.425 2.950 3.645
H23 1.499 -0.333 4.415
H24 2.251 -2.380 3.266
H25 3.352 -2.253 1.078
H26 1.853 4.030 -1.190
H27 1.423 3.447 -3.575
H28 2.138 1.238 -4.424
H29 3.257 -0.370 -2.949
H30 3.758 -2.070 -1.295
H31 -2.613 -3.335 -3.595
H32 -2.569 -2.351 -5.856
H33 -1.584 -0.130 -6.226
H34 -0.646 1.134 -4.315
H35 -0.672 0.162 -2.069

[5]
The following is a quantum chemistry calculation of C2H3NO2S2 as an isolated structure in a non-equilibrium geometry, from the Open Molecules 2025 dataset.

Computed properties:
HOMO energy (alpha / beta) = -5.80 / -9.77 eV
2S+1 = 3
ΔE to the lowest compared entry with this formula, charge and spin = 5.146 eV
total charge = 0
DFT total energy = -1079.3095 hartree
Kohn-Sham gap (alpha / beta) = 5.8 / 6.9 eV

Positions of all 10 atoms, in Å:
C1 -0.833 -1.701 -0.544
C2 -0.562 -2.184 0.622
N1 0.312 0.628 0.657
O1 -0.047 1.915 -1.623
O2 1.650 3.057 -0.339
S1 0.696 -0.823 0.174
S2 0.290 2.595 -0.393
H1 -1.320 -1.352 -1.343
H2 -0.532 -2.983 1.232
H3 0.347 0.848 1.558

[6]
The following is a quantum chemistry calculation of C24H50F12K2N2O18S4 as an isolated structure in a non-equilibrium geometry, from the Open Molecules 2025 dataset.

Computed properties:
HOMO energy = -9.06 eV
ΔE to the lowest compared entry with this formula, charge and spin = 0.000 eV
total charge = 0
DFT total energy = -6398.9565 hartree
Kohn-Sham gap = 8.3 eV

Positions of all 112 atoms, in Å:
K1 1.310 -4.819 1.822
K2 -1.386 -0.135 3.583
C1 -3.178 -4.550 1.661
F1 -3.608 -5.842 1.593
F2 -2.471 -4.222 0.574
F3 -4.261 -3.751 1.708
S1 -2.079 -4.323 3.171
O1 -1.405 -3.030 3.031
O2 -3.032 -4.414 4.306
N1 -0.945 -5.568 3.002
S2 -1.446 -6.678 4.002
O3 -1.229 -6.244 5.410
O4 -2.745 -7.382 3.793
C2 -0.090 -8.022 3.632
F4 0.004 -8.877 4.650
F5 -0.452 -8.746 2.556
F6 1.043 -7.372 3.453
C3 -0.841 -0.903 -0.293
F7 -1.675 -1.525 0.470
F8 -0.711 -1.638 -1.379
F9 -1.232 0.312 -0.565
S3 0.867 -0.825 0.482
O5 1.139 -2.173 0.982
O6 1.709 -0.416 -0.674
N2 0.567 0.298 1.806
S4 1.707 1.285 1.681
O7 3.033 0.713 1.895
O8 1.514 2.398 0.757
C4 1.496 2.127 3.463
F10 1.945 1.357 4.447
F11 2.113 3.329 3.460
F12 0.239 2.373 3.541
C5 3.062 -0.683 -5.916
O9 2.064 0.246 -5.336
C6 2.482 1.041 -4.244
C7 1.380 1.779 -3.439
O10 0.609 2.649 -4.225
C8 -0.396 1.849 -5.018
H1 3.401 -1.521 -5.306
H2 3.885 -0.065 -6.272
H3 2.706 -1.100 -6.858
H4 3.168 1.790 -4.638
H5 2.970 0.363 -3.544
H6 1.703 2.421 -2.620
H7 0.663 1.077 -3.013
H8 -0.105 0.876 -5.413
H9 -0.579 2.568 -5.817
H10 -1.309 1.642 -4.460
C9 -1.511 3.628 1.165
O11 -2.803 3.871 0.552
C10 -2.810 3.333 -0.791
C11 -4.174 3.471 -1.530
O12 -4.489 4.771 -2.037
C12 -4.395 5.957 -1.202
H11 -0.716 4.137 0.620
H12 -1.343 2.564 1.002
H13 -1.352 3.915 2.205
H14 -2.280 2.389 -0.919
H15 -2.162 3.937 -1.426
H16 -4.941 3.159 -0.822
H17 -4.102 2.818 -2.400
H18 -4.644 6.737 -1.920
H19 -3.351 6.132 -0.941
H20 -4.917 6.183 -0.272
C13 -2.804 3.039 5.334
O13 -3.122 1.777 4.667
C14 -4.502 1.637 4.327
C15 -4.801 0.144 3.820
O14 -4.019 -0.129 2.690
C16 -4.713 -0.055 1.425
H21 -3.421 3.056 6.233
H22 -2.971 3.931 4.730
H23 -1.748 2.914 5.571
H24 -4.682 2.245 3.441
H25 -5.130 2.071 5.105
H26 -5.871 0.095 3.617
H27 -4.675 -0.633 4.575
H28 -4.092 -0.151 0.534
H29 -5.062 0.973 1.330
H30 -5.491 -0.814 1.338
C17 0.921 -2.912 -3.893
O15 1.825 -3.944 -3.920
C18 2.520 -4.206 -2.679
C19 2.388 -5.762 -2.541
O16 1.068 -6.355 -2.604
C20 0.147 -5.907 -1.575
H31 1.084 -2.435 -4.859
H32 1.221 -2.103 -3.228
H33 -0.123 -3.201 -3.767
H34 2.178 -3.585 -1.851
H35 3.529 -3.841 -2.872
H36 3.000 -5.910 -1.652
H37 3.048 -6.326 -3.200
H38 0.613 -6.361 -0.701
H39 -0.808 -6.420 -1.687
H40 -0.161 -4.865 -1.479
C21 6.035 3.310 -2.876
O17 5.874 3.800 -1.596
C22 4.913 3.210 -0.853
C23 5.217 3.504 0.557
O18 4.915 4.878 0.965
C24 4.709 4.867 2.348
H41 6.890 3.732 -3.403
H42 5.200 3.541 -3.538
H43 6.190 2.233 -2.942
H44 4.794 2.135 -0.994
H45 3.890 3.517 -1.067
H46 6.226 3.212 0.849
H47 4.447 2.876 1.005
H48 3.626 4.763 2.426
H49 4.979 5.789 2.862
H50 5.135 3.994 2.844

[7]
The following is a quantum chemistry calculation of a 7-piece molecular cluster, C43H37IO15S overall in a non-equilibrium geometry, from the Open Molecules 2025 dataset.

Computed properties:
HOMO energy = -8.98 eV
SMILES = C[C@@H](I)C[C@H]1CCCOS1(=O)=O.O=C1C=CC(=O)C=C1.O=C1C=CC(=O)C=C1.O=C1C=CC(=O)C=C1.O=C1C=CC(=O)C=C1.O=C1C=CC(=O)C=C1.O=C1C=CC(=O)C=C1
total charge = 0
DFT total energy = -3485.0128 hartree
Kohn-Sham gap = 7.1 eV

Positions of all 97 atoms, in Å:
C1 -0.192 1.990 -1.133
C2 -0.376 0.635 -1.811
I1 -2.368 -0.058 -1.321
C3 -0.262 0.719 -3.344
C4 0.949 -0.020 -3.938
C5 2.289 0.591 -3.458
C6 3.498 -0.350 -3.583
C7 3.201 -1.808 -3.344
O1 2.196 -2.312 -4.263
S1 0.769 -1.787 -3.787
O2 -0.182 -2.212 -4.760
O3 0.514 -2.183 -2.437
H1 0.843 2.324 -1.255
H2 -0.393 1.876 -0.073
H3 -0.869 2.734 -1.551
H4 0.333 -0.060 -1.376
H5 -1.156 0.364 -3.848
H6 -0.109 1.764 -3.621
H7 0.905 0.145 -5.015
H8 2.207 1.044 -2.474
H9 2.471 1.425 -4.137
H10 4.271 -0.079 -2.867
H11 3.938 -0.235 -4.572
H12 2.924 -2.028 -2.314
H13 4.107 -2.377 -3.549
O4 6.300 -0.891 -5.712
C8 6.040 -1.023 -6.890
C9 4.646 -1.226 -7.360
C10 4.368 -1.373 -8.652
C11 5.440 -1.340 -9.680
O5 5.188 -1.472 -10.857
C12 6.835 -1.140 -9.209
C13 7.112 -0.993 -7.917
H14 3.877 -1.253 -6.597
H15 3.360 -1.525 -9.017
H16 7.600 -1.121 -9.974
H17 8.120 -0.845 -7.551
O6 -5.040 -5.234 2.677
C14 -5.109 -4.339 1.859
C15 -6.004 -3.175 2.074
C16 -6.084 -2.193 1.181
C17 -5.281 -2.223 -0.067
O7 -5.349 -1.328 -0.881
C18 -4.385 -3.388 -0.283
C19 -4.305 -4.368 0.613
H18 -6.579 -3.176 2.992
H19 -6.728 -1.334 1.315
H20 -3.807 -3.385 -1.198
H21 -3.658 -5.226 0.478
O8 6.683 0.849 3.057
C20 6.140 1.099 2.004
C21 6.664 0.565 0.720
C22 6.068 0.841 -0.436
C23 4.855 1.692 -0.491
O9 4.309 1.940 -1.547
C24 4.329 2.226 0.789
C25 4.924 1.950 1.946
H22 7.550 -0.054 0.785
H23 6.435 0.464 -1.384
H24 3.442 2.843 0.723
H25 4.558 2.327 2.893
O10 -1.059 3.144 1.592
C26 -1.287 4.336 1.638
C27 -2.651 4.845 1.906
C28 -2.909 6.148 1.962
C29 -1.831 7.146 1.750
O11 -2.054 8.337 1.796
C30 -0.460 6.637 1.479
C31 -0.208 5.333 1.428
H26 -3.418 4.097 2.055
H27 -3.894 6.543 2.157
H28 0.308 7.386 1.329
H29 0.781 4.937 1.233
O12 -6.634 2.714 8.231
C32 -6.177 3.317 7.286
C33 -5.125 2.718 6.425
C34 -4.623 3.382 5.388
C35 -5.094 4.748 5.049
O13 -4.634 5.351 4.101
C36 -6.143 5.348 5.908
C37 -6.646 4.684 6.945
H30 -4.798 1.721 6.691
H31 -3.855 2.965 4.748
H32 -6.469 6.345 5.641
H33 -7.413 5.101 7.586
O14 -1.350 -9.346 5.217
C38 -1.336 -8.142 5.084
C39 -2.244 -7.458 4.131
C40 -2.225 -6.136 3.985
C41 -1.296 -5.289 4.773
O15 -1.279 -4.083 4.644
C42 -0.386 -5.972 5.728
C43 -0.405 -7.294 5.873
H34 -2.916 -8.093 3.567
H35 -2.881 -5.621 3.296
H36 0.284 -5.334 6.292
H37 0.247 -7.814 6.562

[8]
The following is a quantum chemistry calculation of one molecule with the formula C4H6ClNO3S in a non-equilibrium geometry, from the Open Molecules 2025 dataset.

Computed properties:
HOMO energy = -8.79 eV
ΔE to the lowest compared entry with this formula, charge and spin = 5.230 eV
SMILES = N[S@@](=O)(OC(=O)Cl)=C1CC1
total charge = 0
DFT total energy = -1294.6909 hartree
Kohn-Sham gap = 8.7 eV

Positions of all 16 atoms, in Å:
N1 1.659 -0.934 -0.955
S1 0.358 0.142 -1.055
O1 0.368 0.941 -2.251
O2 -0.743 -1.125 -1.347
C1 -1.363 -1.676 -0.283
O3 -0.958 -1.718 0.814
Cl1 -2.969 -2.325 -0.657
C2 -0.587 0.908 0.213
C3 -0.097 0.657 1.562
C4 0.072 2.034 0.890
H1 2.295 -0.761 -1.837
H2 1.196 -1.866 -0.987
H3 0.823 0.167 1.621
H4 -0.794 0.305 2.274
H5 -0.405 2.972 1.147
H6 1.145 2.279 0.850

[9]
The following is a quantum chemistry calculation of C30H38N5O4TeV as an isolated structure in a non-equilibrium geometry, from the Open Molecules 2025 dataset.

Computed properties:
HOMO energy (alpha / beta) = -8.90 / -10.93 eV
2S+1 = 4
ΔE to the lowest compared entry with this formula, charge and spin = 0.937 eV
total charge = +1
DFT total energy = -2952.5771 hartree
Kohn-Sham gap (alpha / beta) = 6.3 / 7.3 eV

Positions of all 79 atoms, in Å:
V1 0.377 -2.697 1.339
C1 2.746 -1.288 4.189
C2 2.290 -2.660 3.709
C3 2.778 -3.775 4.621
O1 0.848 -2.677 3.568
C4 2.840 -2.900 2.274
O2 3.966 -2.566 1.991
O3 1.980 -3.460 1.478
H1 2.549 -1.159 5.254
H2 2.216 -0.513 3.632
H3 3.813 -1.184 4.010
H4 2.504 -3.573 5.659
H5 3.864 -3.834 4.560
H6 2.361 -4.737 4.322
H7 0.452 -2.850 4.425
N1 -0.685 -4.663 -2.008
C5 0.287 -3.952 -2.667
C6 0.815 -3.089 -1.762
N2 0.183 -3.244 -0.555
C7 -0.715 -4.224 -0.727
C8 -1.393 -4.643 0.444
N3 -1.048 -3.990 1.565
C9 -1.738 -4.588 2.588
C10 -2.502 -5.593 2.090
N4 -2.284 -5.624 0.736
H8 -1.267 -5.372 -2.419
H9 0.529 -4.136 -3.698
H10 1.637 -2.411 -1.893
H11 -1.663 -4.255 3.608
H12 -3.174 -6.270 2.585
H13 -2.715 -6.266 0.095
C11 -1.631 -0.374 3.421
C12 -1.156 -0.251 1.982
O4 -1.394 0.874 1.418
N5 -0.593 -1.308 1.456
Te1 -0.567 0.656 -0.958
C13 -1.544 1.768 -2.525
C14 -2.893 2.115 -2.446
C15 -3.729 1.899 -1.211
C16 -3.493 2.719 -3.548
C17 -2.794 2.964 -4.719
C18 -3.473 3.542 -5.927
C19 -1.444 2.627 -4.763
C20 -0.805 2.032 -3.687
C21 0.661 1.698 -3.789
C22 0.757 2.181 -0.285
C23 0.323 3.500 -0.106
C24 -1.126 3.884 -0.178
C25 1.269 4.474 0.196
C26 2.609 4.167 0.372
C27 3.636 5.232 0.624
C28 2.992 2.831 0.308
C29 2.091 1.831 -0.019
C30 2.554 0.403 -0.051
H14 -2.470 0.301 3.579
H15 -0.821 -0.081 4.090
H16 -1.929 -1.398 3.638
H17 -3.210 1.285 -0.474
H18 -4.673 1.419 -1.468
H19 -3.963 2.858 -0.746
H20 -4.536 3.006 -3.480
H21 -4.485 3.865 -5.695
H22 -3.528 2.790 -6.716
H23 -2.915 4.390 -6.324
H24 -0.877 2.829 -5.665
H25 1.046 1.963 -4.771
H26 0.828 0.630 -3.625
H27 1.229 2.252 -3.038
H28 -1.737 3.088 0.246
H29 -1.437 4.063 -1.208
H30 -1.302 4.798 0.387
H31 0.936 5.499 0.308
H32 3.173 6.194 0.835
H33 4.272 5.343 -0.256
H34 4.282 4.959 1.458
H35 4.022 2.565 0.518
H36 3.612 0.317 0.185
H37 2.382 -0.019 -1.041
H38 1.995 -0.186 0.683